1.
Here is 5 unconnected molecules or ions with the total composition C46H90BClF2N5O10S2 from the OMol25 dataset. Energies are from ωB97M-V/def2-TZVPD.

Cartesian coordinates (Å):
C 4.53814 5.43784 -1.16107
O 5.10988 6.74225 -1.47466
B 4.45410 7.86040 -1.25630
O 3.17852 8.16994 -1.59467
N 5.31742 9.00827 -0.54533
Cl 6.39814 8.25764 0.60695
C 6.14097 9.57967 -1.70492
C 6.24781 11.10525 -1.70482
C 5.23627 11.86672 -2.56258
C 5.32540 11.54791 -4.05181
C 4.33395 12.38887 -4.87751
S 5.05995 13.86022 -5.63993
O 6.33352 11.61607 -0.38444
C 5.27816 11.32997 0.48867
S 5.92900 11.40289 2.21955
O 5.87343 10.13344 2.85391
O 5.35680 12.55463 2.80366
F 7.42566 11.69886 1.92762
C 4.47447 10.08014 0.09552
C 3.54104 9.50725 1.16512
C 2.74173 10.61111 1.82684
O 2.29904 11.55292 1.26798
F 2.53659 10.38546 3.13576
H 4.71693 5.23008 -0.10715
H 5.05836 4.70405 -1.76537
H 3.47840 5.40831 -1.39978
H 2.99897 8.79983 -2.29839
H 7.12184 9.12179 -1.62978
H 5.69401 9.23096 -2.63995
H 7.22889 11.31139 -2.13787
H 5.50131 12.92152 -2.43872
H 4.20977 11.76877 -2.19229
H 6.33860 11.77704 -4.39230
H 5.15894 10.48784 -4.27325
H 3.51995 12.74868 -4.24604
H 3.88235 11.77803 -5.65730
H 5.78052 13.19295 -6.54845
H 4.57311 12.16700 0.49737
H 3.83350 10.40883 -0.72263
H 2.79016 8.88544 0.67122
H 4.05704 8.89415 1.89988
C -0.12359 2.50036 -4.58439
C 1.39550 2.67585 -4.44983
C 2.12678 1.40149 -4.87664
C 1.94796 0.25073 -3.89097
C 2.35509 0.66167 -2.47814
C 1.67481 1.94457 -1.98709
N 1.79870 3.00858 -3.04062
O 2.91783 3.62844 -2.98349
C 0.20857 1.67686 -1.62587
C 2.35921 2.44638 -0.71986
C 1.78924 3.84308 -5.34748
H -0.39430 2.60668 -5.63454
H -0.48111 1.52548 -4.26896
H -0.65788 3.26666 -4.02142
H 3.19381 1.62414 -4.98135
H 1.76477 1.11462 -5.86664
H 0.92004 -0.11703 -3.90374
H 2.56221 -0.59296 -4.20805
H 2.12056 -0.13779 -1.77125
H 3.44048 0.80286 -2.44492
H -0.32184 2.61207 -1.43991
H 0.17503 1.08236 -0.71305
H -0.33157 1.11861 -2.38255
H 3.43358 2.55159 -0.85420
H 2.18470 1.72530 0.07885
H 1.94737 3.40886 -0.40906
H 1.29378 4.76255 -5.03066
H 1.47608 3.61555 -6.36656
H 2.86277 4.01099 -5.34905
C -1.87750 -4.95176 -6.52737
C -0.66049 -4.07113 -6.21188
C 0.64288 -4.82994 -6.47394
C 0.90969 -5.93628 -5.45606
C 0.86599 -5.39459 -4.02831
C -0.40748 -4.60552 -3.70117
N -0.66483 -3.60183 -4.78618
O 0.00420 -2.52386 -4.62421
C -1.59869 -5.54749 -3.50315
C -0.22250 -3.85254 -2.38678
C -0.75157 -2.84807 -7.11714
H -2.02062 -4.97681 -7.60767
H -1.76926 -5.98158 -6.20162
H -2.78182 -4.54073 -6.07815
H 1.47344 -4.11708 -6.45083
H 0.60415 -5.24042 -7.48596
H 0.19315 -6.75258 -5.57731
H 1.89381 -6.36876 -5.64492
H 0.95062 -6.21298 -3.30924
H 1.73182 -4.74358 -3.87031
H -2.53080 -4.98681 -3.42744
H -1.47218 -6.09504 -2.57007
H -1.70833 -6.29232 -4.28553
H 0.67446 -3.23771 -2.39410
H -0.13938 -4.58110 -1.57886
H -1.08015 -3.21074 -2.18191
H -1.66238 -2.28267 -6.91559
H -0.77440 -3.18492 -8.15420
H 0.09989 -2.18510 -6.98968
C -2.08151 -4.13178 2.64997
C -3.28660 -4.59070 1.81638
C -4.36525 -5.20175 2.71267
C -3.97533 -6.56289 3.28003
C -3.56744 -7.53122 2.17156
C -2.50044 -6.97565 1.22212
N -2.89732 -5.59981 0.77109
O -3.73306 -5.62901 -0.20130
C -1.12396 -6.97002 1.90186
C -2.37427 -7.87000 -0.00365
C -3.82491 -3.35517 1.10368
H -2.32969 -3.18439 3.12923
H -1.80978 -4.82084 3.44370
H -1.20841 -3.96995 2.01594
H -5.28536 -5.31071 2.13030
H -4.58597 -4.50302 3.52351
H -3.16889 -6.45598 4.01143
H -4.82242 -6.97174 3.83043
H -3.18882 -8.46164 2.60316
H -4.45349 -7.79519 1.58611
H -0.39790 -6.42444 1.29664
H -0.77676 -7.99877 1.99873
H -1.12834 -6.54414 2.89969
H -3.32715 -8.02918 -0.50212
H -1.99575 -8.84389 0.31031
H -1.67830 -7.45303 -0.73252
H -3.07136 -2.93084 0.43756
H -4.08624 -2.60876 1.85517
H -4.71197 -3.57917 0.51843
C -4.09923 -4.10042 8.87965
C -5.28128 -4.61348 8.04488
C -6.42456 -5.07604 8.95200
C -6.11027 -6.36928 9.70261
C -5.69130 -7.48066 8.74062
C -4.56373 -7.07956 7.78294
N -4.88434 -5.75380 7.15517
O -5.64240 -5.86378 6.13022
C -3.21614 -7.04256 8.51473
C -4.43411 -8.10412 6.66379
C -5.73646 -3.45686 7.16271
H -4.32931 -3.09412 9.22989
H -3.89214 -4.69869 9.76171
H -3.19196 -4.04687 8.27683
H -7.31835 -5.22786 8.33919
H -6.65377 -4.27118 9.65482
H -5.33449 -6.20001 10.45395
H -6.99686 -6.68938 10.25233
H -5.36839 -8.36409 9.29650
H -6.56119 -7.78057 8.14846
H -2.44739 -6.59678 7.88179
H -2.91352 -8.06432 8.74408
H -3.24192 -6.50277 9.45593
H -5.38021 -8.27789 6.15792
H -4.09202 -9.05443 7.07617
H -3.70861 -7.76373 5.92502
H -4.93562 -3.14268 6.49133
H -6.00285 -2.61525 7.80347
H -6.60281 -3.72054 6.56293

## Properties
multiplicity = 5
LUMO energy (spin up / spin down) = -3.81 / -3.81 eV
total charge = +1

Results of the Mulliken charge analysis, in e, for atoms 1 through 4: -0.703 -0.629 0.703 -0.463

---

2.
Here is a molecular structure, C9H24NO14S3V from the OMol25 dataset. Energies are from ωB97M-V/def2-TZVPD.

Cartesian coordinates (Å):
O 0.23323 5.83802 0.57609
V -0.80524 4.71874 0.07904
O -1.52107 4.12091 1.29255
N 0.53766 2.09183 -0.91409
O 1.19988 2.05615 -1.92230
O -0.15705 1.14079 -0.56802
O 0.65105 3.14155 -0.13145
O 1.55644 0.62634 3.41713
S 0.44088 1.48828 3.63813
O -0.03324 1.82211 4.94647
O 0.67489 2.83188 2.79680
C 1.01892 4.02080 3.49194
C 2.48116 4.12171 3.82929
C -0.93673 0.85734 2.68546
H 0.38226 4.23311 4.35789
H 0.69624 4.89141 2.91212
H 2.71986 4.96495 4.48136
H 3.16681 4.02931 2.99003
H 2.79480 3.32523 4.51804
H -0.52344 0.72538 1.68555
H -1.59751 1.72161 2.61894
H -1.40306 -0.01660 3.12048
O 4.24702 -0.63698 -1.72614
S 3.00722 -1.19038 -2.17967
O 2.24065 -0.53028 -3.17103
O 3.30418 -2.68006 -2.69793
C 4.04419 -3.57393 -1.82330
C 5.40354 -3.74096 -2.46276
C 1.99202 -1.53436 -0.71784
H 3.46854 -4.49717 -1.82214
H 4.10189 -3.13748 -0.82862
H 5.34649 -4.20839 -3.44424
H 6.06528 -4.37372 -1.86189
H 5.94211 -2.79805 -2.54444
H 2.30276 -2.34181 -0.06443
H 1.02072 -1.79014 -1.13668
H 2.03132 -0.57148 -0.21399
O -2.68366 -1.88007 -0.89812
S -3.23316 -0.97253 -1.85731
O -2.59026 -0.64368 -3.07995
O -4.69549 -1.49436 -2.26947
C -5.36043 -2.44005 -1.39019
C -5.41493 -3.78432 -2.10272
C -3.61238 0.50936 -0.96243
H -6.26670 -1.90332 -1.10817
H -4.83128 -2.62957 -0.45490
H -5.46200 -3.64299 -3.17710
H -6.27022 -4.35227 -1.72545
H -4.56841 -4.37706 -1.76018
H -3.88046 1.29746 -1.66659
H -2.74932 0.87918 -0.41435
H -4.47597 0.28853 -0.33942

## Properties
relative energy (zero: lowest compared OMol25 entry of this formula, charge and spin) = 290.7 kJ/mol
LUMO energy = -3.59 eV
total charge = 0

Results of the Mulliken charge analysis, in e, for atoms 1 through 4: -0.551 1.559 -0.481 0.865

---

Values of electronic energy, in order: -117380.1332; -98062.8103, all in eV.